The following is a DFT calculation (the ωB97M-V functional and the def2-TZVPD basis) of a structure of composition C24H22Cl2F2MnN5O2S in a non-equilibrium geometry.

Summary:
DFT total energy (Ha): -4021.4128
Spin multiplicity: 2
Orbital gap (alpha / beta) (eV): 6.5 / 5.9
⟨S²⟩: 0.764
ΔE to the lowest compared entry with this formula, charge and spin (kcal per mole): 13.7
Net charge: -1

Atoms and positions in Å:
Mn -0.696371 -0.405636 0.053752
F -2.418805 -4.931172 2.531481
C -2.162248 -3.597495 2.610757
C -1.908023 -2.884169 1.462903
C -1.633283 -1.508343 1.517852
C -1.650844 -0.912030 2.786381
C -1.893348 -1.673768 3.917888
F -1.848236 -1.104580 5.158840
C -2.156447 -3.026288 3.870421
C -1.376111 0.537947 2.830044
C -2.023239 1.409134 3.708319
C -1.762351 2.762407 3.644409
C -0.862250 3.229189 2.701958
C -0.279756 2.304747 1.858270
N -0.518998 0.996520 1.907129
H -1.918493 -3.413777 0.514081
H -2.341444 -3.600775 4.767694
H -2.743976 1.016347 4.410833
H -2.269520 3.451060 4.310481
H -0.637616 4.282718 2.601797
H 0.415046 2.626019 1.089743
Cl 3.196086 -6.559122 -0.490510
C 2.451672 -4.998722 -0.170855
C 2.861797 -4.264903 0.962973
C 2.309627 -3.057000 1.216703
Cl 2.794294 -2.165002 2.621860
C 1.319582 -2.467516 0.347498
O 0.873291 -1.325564 0.536068
C 0.905236 -3.263542 -0.758971
C -0.120485 -2.802825 -1.660756
O -0.807624 -1.811762 -1.575008
C 1.496087 -4.511370 -1.006639
H 3.618966 -4.659047 1.630432
H -0.293345 -3.446619 -2.542140
H 1.172386 -5.094228 -1.863476
S -3.722013 2.989227 -0.948869
C -2.819689 1.661350 -0.586192
N -2.169551 0.728113 -0.361827
C -1.076649 0.995285 -3.400778
N -0.142130 2.036616 -3.006690
C -0.462808 3.350082 -3.543534
C 0.756568 1.867145 -1.986555
N 0.658163 0.965305 -1.071596
N 1.823484 2.782179 -2.029173
C 2.635611 2.928515 -0.842418
C 2.591298 2.853134 -3.262564
H -1.006875 0.850446 -4.486591
H -2.098707 1.276535 -3.154058
H -0.844454 0.065108 -2.900294
H -1.505081 3.588334 -3.313430
H -0.335295 3.365524 -4.632238
H 0.171272 4.112002 -3.100104
H 1.507958 0.891409 -0.527957
H 3.368311 2.115807 -0.720469
H 2.005381 2.965692 0.042214
H 3.187344 3.868518 -0.908704
H 1.980914 2.528574 -4.101072
H 3.479112 2.207104 -3.211895
H 2.926580 3.877164 -3.447416

Atomic forces in eV per Å
Mn -0.023 0.249 0.330
F -0.013 -0.034 -0.001
C -0.027 -0.006 -0.004
C -0.103 0.062 -0.077
C 0.471 -0.396 -0.780
C -0.060 0.250 0.108
C -0.109 -0.037 0.109
F -0.025 0.029 -0.044
C -0.011 -0.007 0.109
C -0.031 -0.120 0.198
C 0.038 0.018 0.145
C -0.112 -0.040 0.083
C 0.131 0.039 -0.029
C 0.204 0.037 -0.159
N -0.329 -0.226 -0.532
H 0.004 -0.004 0.066
H 0.030 0.021 -0.048
H 0.042 -0.012 0.001
H -0.006 -0.032 -0.027
H 0.014 -0.038 -0.015
H -0.203 -0.043 0.006
Cl -0.060 0.170 0.076
C 0.240 -0.205 0.082
C 0.197 -0.519 -0.183
C -0.182 0.429 -0.063
Cl -0.027 0.073 -0.045
C 0.195 -0.755 -0.250
O 0.845 0.775 0.989
C -0.075 -0.125 -0.104
C 0.916 -1.350 -0.216
O -1.022 1.808 0.789
C -0.083 -0.200 -0.154
H -0.080 -0.048 -0.062
H 0.094 -0.134 0.030
H 0.033 0.038 0.035
S 0.077 -0.050 -0.004
C -0.501 0.530 -0.194
N -0.451 0.213 -0.311
C 0.165 0.051 -0.029
N 0.023 -0.061 0.134
C -0.020 -0.099 0.067
C 0.061 0.042 -0.024
N -0.382 -0.273 -0.156
N -0.022 0.055 -0.038
C 0.061 -0.008 -0.089
C -0.008 0.026 0.057
H -0.003 0.021 0.054
H -0.099 0.032 0.078
H 0.047 -0.067 0.085
H -0.007 -0.005 0.016
H 0.021 -0.009 0.021
H 0.012 -0.025 0.000
H 0.141 -0.064 -0.024
H -0.033 0.010 0.012
H 0.071 0.015 -0.026
H 0.003 -0.023 -0.007
H 0.004 0.025 0.013
H -0.035 0.000 0.000
H 0.001 -0.006 0.006

The net atomic charges from Mulliken, expressed in e, are:
1 Mn 0.4485
2 F -0.3735
3 C 0.4331
4 C -0.3805
5 C 0.2355
6 C 0.2144
7 C 0.4284
8 F -0.3738
9 C -0.9387
10 C 0.7146
11 C -0.9090
12 C -0.4842
13 C -0.9103
14 C -0.0040
15 N 0.2048
16 H 0.4229
17 H 0.4775
18 H 0.4246
19 H 0.3977
20 H 0.4030
21 H 0.0181
22 Cl -0.2721
23 C 0.2217
24 C -0.5888
25 C 0.2359
26 Cl -0.2281
27 C -0.4107
28 O -0.2886
29 C 1.4597
30 C -0.6019
31 O -0.6288
32 C -1.0373
33 H 0.4347
34 H 0.2204
35 H 0.3611
36 S -0.4891
37 C 0.4952
38 N -0.4603
39 C -0.9932
40 N 0.3417
41 C -1.1192
42 C 0.3459
43 N -0.2597
44 N 0.1240
45 C -0.9502
46 C -1.2340
47 H 0.3674
48 H 0.2910
49 H 0.1199
50 H 0.2928
51 H 0.3098
52 H 0.3717
53 H 0.1257
54 H 0.3773
55 H 0.2747
56 H 0.2764
57 H 0.3971
58 H 0.3673
59 H 0.3019